[1]
# C35H60NO11

A cluster of 7 separate species, C35H60NO11 in total in a non-equilibrium geometry (ωB97M-V/def2-TZVPD, OMol25).

Results
Net charge: +1
Spin multiplicity: 1
Gap between HOMO and LUMO (eV): 5.6
E_HOMO (eV): -10.705

Atoms and positions in Å:
H -3.00 -0.39 -5.32
H -2.41 3.25 0.86
H -0.95 3.09 -0.14
H -2.71 7.64 -1.81
H 3.53 -7.35 1.60
C -2.33 1.48 -0.43
H -1.07 -7.28 0.81
C -1.69 2.53 0.44
C 2.21 4.15 6.43
H 0.96 6.22 -6.31
O -1.14 -2.16 -4.76
H 1.52 -0.99 4.29
C -1.30 0.37 -0.40
H -0.55 0.51 -1.18
C -2.33 -5.63 -3.74
C -3.06 -7.39 -1.21
H 3.28 4.26 6.64
O -0.64 0.45 0.87
H -2.65 4.45 -4.47
H -4.19 0.53 -4.15
C 1.75 8.01 -3.84
H 1.45 -5.53 1.31
H -3.82 5.55 -1.33
C -3.69 -6.56 -3.82
C 2.01 3.84 4.96
H 2.10 5.41 -5.20
H -3.26 -8.00 -0.21
O 0.99 6.91 -4.36
H -4.86 -0.96 -5.15
H -1.04 4.76 -3.80
C 4.24 -7.18 2.42
H 3.77 7.30 -3.97
H -2.25 5.27 -0.53
H 0.29 -3.28 3.43
C -3.93 -0.55 -4.58
H 1.70 5.05 6.76
C -2.40 6.43 -3.61
H -0.12 2.18 1.90
H -0.63 0.67 4.38
H 1.83 7.92 -2.75
C -0.79 -6.36 0.13
H -0.54 -4.96 -2.51
O -2.49 4.40 -2.40
H 3.58 8.95 -4.58
H -1.76 7.02 -4.27
C -0.53 -0.36 4.74
C 0.03 -2.59 4.24
C -2.11 4.95 -3.67
C 4.32 -5.55 4.08
C 3.10 7.97 -4.52
H 4.92 -5.42 1.40
H -0.75 -4.84 -5.33
O -3.09 -2.90 -3.36
C 2.76 7.37 -5.86
O 1.83 -5.73 0.38
C 1.67 6.38 -5.49
C 0.49 -1.17 3.97
C -1.79 -1.17 4.54
H 2.16 2.68 8.04
H -1.13 6.85 -1.93
O 1.92 1.81 6.17
C -1.86 -4.62 -4.99
H -0.27 -0.34 5.80
H -1.75 -0.62 -0.52
H 6.18 -6.66 1.55
H 1.21 8.93 -4.07
C -3.58 -1.52 -3.30
O -3.82 -1.01 -2.06
C -2.20 6.74 -2.15
H 0.41 -0.95 2.90
H 2.65 4.43 4.30
H 4.39 -5.64 5.17
H 6.14 -4.61 3.33
C 2.30 2.36 4.91
H -2.56 1.82 -1.45
H -1.69 1.46 2.32
C -2.02 -3.08 -4.35
C -1.01 1.69 1.49
H -5.06 -8.15 -2.52
H 2.35 8.15 -6.52
C 5.67 -5.59 3.40
H -4.33 -6.49 -4.80
C -2.73 5.48 -1.49
H 1.76 1.86 4.10
H -2.63 -4.79 -5.86
C 0.78 -6.47 -0.33
H 3.61 6.91 -6.36
H 0.97 4.03 4.68
H 4.67 -8.15 2.71
H 3.37 2.17 4.77
O -1.39 -2.55 4.41
H 6.34 -6.27 3.94
H -3.27 1.13 0.03
H -2.31 -0.89 3.61
N -1.41 -5.57 -2.50
O 1.06 -7.24 -1.39
C -4.09 -7.48 -2.51
C -1.72 -6.40 -1.25
C 1.68 2.89 7.09
H -2.49 -1.07 5.37
H 3.78 -4.63 3.84
H -1.01 -5.38 0.76
H 0.59 2.96 7.25
C 5.33 -6.19 2.06
O 3.55 -6.65 3.56
H -3.44 6.62 -3.89
H 0.46 -2.97 5.18

[2]
# C35H61BCsN9O6P2

A structure of composition C35H61BCsN9O6P2 in a non-equilibrium geometry (ωB97M-V/def2-TZVPD, OMol25).

Results
Energy above the lowest of the compared OMol25 structures with the same formula, charge and spin (eV): 2.991
Spin multiplicity: 1
Gap between HOMO and LUMO (eV): 7.1
E_HOMO (eV): -7.130

Atoms and positions in Å:
C -4.62 -1.30 3.64
H 2.60 -0.69 -6.22
N -0.80 5.18 0.68
H -0.13 -5.39 -1.07
C -4.88 -0.65 2.27
C -0.55 -5.74 1.86
H -3.27 0.27 -2.73
C -0.65 -5.08 -1.95
Cs 0.01 1.18 1.00
H -1.45 2.71 -3.11
C -4.34 0.39 -2.81
H -0.78 -3.57 2.07
H -6.66 -1.70 2.27
C -2.98 -2.02 -1.01
C 1.78 0.89 5.14
C -5.10 0.91 -1.62
C 5.86 1.82 -4.02
C 7.05 2.36 -3.54
H 3.36 0.81 0.40
H -5.06 -2.27 3.66
C -6.61 1.14 -1.87
H -2.35 -4.12 3.70
C -6.23 -0.93 1.62
H -4.39 1.11 -3.60
H 7.95 3.60 -1.96
O -2.63 0.64 -0.08
H 4.41 -1.15 0.96
H 0.74 0.66 5.43
H -6.78 1.79 -2.69
H -5.09 -0.80 4.53
H 2.07 3.53 0.03
N 3.09 0.55 1.35
C 1.94 -0.51 -2.91
H -6.87 -0.07 1.67
H 1.27 2.62 4.09
H -2.47 -6.11 -1.56
H 1.29 -0.82 -2.11
N 2.18 -1.00 3.56
H -4.73 -0.52 -3.22
H 2.83 -1.36 0.57
H 2.37 1.34 5.99
C -0.73 4.86 -3.11
H -4.79 0.43 2.38
H 5.92 3.63 -0.65
H -6.15 -1.35 0.67
H -3.83 -2.70 -0.85
N 0.53 5.02 0.93
H 4.46 0.61 3.07
N 1.79 1.80 3.91
H 3.83 2.35 4.21
H -1.16 -6.59 1.50
N 2.82 0.37 -2.48
C 5.87 3.03 -1.54
H -2.42 6.01 1.71
C 7.06 3.01 -2.28
H -2.73 -1.88 -2.09
H 0.65 6.38 -2.14
C -1.43 -4.46 1.81
N 0.81 4.31 -1.54
H -3.08 -5.48 2.81
H 2.17 -1.13 5.72
H -3.52 -1.42 3.73
C 2.64 -0.41 -5.16
N 4.76 2.40 -1.91
C -2.69 -4.47 2.70
C 2.44 -0.48 4.90
H 0.05 -4.37 -3.89
P -1.43 -2.98 -0.40
H 3.83 1.36 -5.60
H -0.53 6.47 3.77
O -5.01 -0.23 -0.71
N 0.15 3.18 -1.87
O -1.91 -4.23 0.50
O -0.48 -2.02 0.19
H -4.57 1.82 -1.12
H -1.34 5.41 -3.77
H 3.04 3.24 2.91
C 0.82 5.57 2.14
H 1.48 -2.06 -4.41
C -1.40 5.73 1.79
H -0.22 -5.93 2.89
H -1.61 -6.68 -2.98
C 0.45 -4.95 -3.01
C -1.87 -5.80 -2.40
O -1.03 -3.67 -1.75
C 3.86 1.23 2.44
C 3.17 -1.64 2.73
H 7.93 2.50 -4.16
C 3.42 0.71 -4.86
C -0.40 6.07 2.74
H -7.06 1.53 -0.96
C 4.75 1.80 -3.12
B 1.45 4.56 -0.19
H 1.41 -4.58 -2.59
H 5.65 1.39 -4.98
H 4.18 -1.77 3.13
C 3.59 1.01 -3.46
C 1.91 -1.05 -4.21
H -7.03 0.15 -2.22
C -0.81 3.50 -2.78
O -3.78 -1.18 1.35
H 3.50 -0.28 4.93
C 3.41 -0.90 1.36
H 2.70 -2.60 2.45
H 4.59 1.94 1.98
H -2.49 -5.28 -3.13
H 0.30 -5.60 1.13
C 0.34 5.32 -2.32
H -3.40 -3.76 2.29
C 3.16 2.19 3.41
H 2.31 5.52 -0.34
H 1.19 -1.23 3.38
H 1.86 5.55 2.45
H 0.73 -5.91 -3.37
P -3.53 -0.58 -0.11

[3]
# C35H61BFN2O9PS

A cluster of 6 separate species, C35H61BFN2O9PS in total in a non-equilibrium geometry (ωB97M-V/def2-TZVPD, OMol25).

Results
Spin multiplicity: 1
Gap between HOMO and LUMO (eV): 7.2
Structure (SMILES): COB(O)c1nc2c(CCCF)c(P(C)O)cc(S)c2nc1CCO.C1CCOC1.C1CCOC1.C1CCOC1.C1CCOC1.C1CCOC1
E_HOMO (eV): -8.280

Atoms and positions in Å:
H 6.06 2.90 -7.84
H 3.98 1.81 -7.24
H 7.36 -1.86 6.78
O 4.50 2.14 -2.46
H 3.87 2.46 -1.78
H -8.35 2.33 -4.35
O 3.11 2.08 -9.09
H 0.41 -0.54 5.95
H -2.26 -2.11 5.68
O -4.41 2.30 -3.20
C -2.33 -0.30 -0.82
C 0.67 1.57 5.62
H 4.86 -1.68 7.87
H -1.18 -2.24 -0.76
H -1.48 0.28 4.04
O 1.96 -1.83 1.19
H 4.61 -1.57 0.27
H 4.97 1.09 -0.74
C -4.63 0.12 -5.10
C -8.55 0.31 -1.75
C -2.85 -2.55 6.49
N 2.16 0.33 -3.49
C 4.77 -1.43 4.72
H -0.71 1.28 2.79
H 4.58 -0.43 -3.48
H 4.28 -2.38 4.46
H -4.54 -1.98 7.70
H 0.49 -1.05 3.58
H -3.44 -0.25 -0.97
H 5.06 4.69 -9.62
H 6.69 -2.35 4.19
H -0.93 -1.99 8.94
H 1.04 2.76 -5.80
F -2.31 -1.15 2.25
N 0.64 -0.46 -0.97
O 4.09 -0.81 0.61
S 0.85 1.41 -6.04
H -0.68 -0.52 1.16
C 1.82 -3.20 0.78
C -1.95 -2.21 8.62
H -9.89 1.75 -2.61
H -2.05 -0.24 7.76
O -0.43 1.90 4.75
H -3.78 0.08 -5.84
B 2.74 -1.08 0.27
H -7.61 0.32 -1.19
C 2.71 -0.16 -2.34
H 2.69 -3.78 1.20
H 1.46 0.39 3.26
C 6.38 -2.04 6.34
O -7.87 0.34 -4.02
H 0.39 1.74 6.66
C 0.66 -0.02 3.88
C 4.29 -0.32 -2.40
C -1.47 0.94 -4.52
H -5.02 -0.93 -5.02
H -8.62 2.50 -1.63
H 5.90 2.41 -9.53
H -2.46 -2.75 9.43
C -8.84 1.68 -2.32
C 0.78 0.37 -3.32
O -1.92 -3.06 7.47
H 5.67 -0.21 7.27
H 3.50 3.22 -10.75
H 1.81 -3.33 -0.34
C -0.03 0.87 -4.51
H 6.79 -0.67 4.73
P -4.10 0.63 -3.37
C -0.58 0.85 3.78
H 0.90 -3.68 1.23
H 4.52 -0.69 3.97
H -4.98 2.45 -2.42
H -9.34 -0.06 -1.09
H 1.50 2.25 5.37
H 4.56 0.71 -8.51
H -4.07 -0.74 6.52
H -3.21 -0.48 9.08
C 4.26 1.74 -8.30
H -2.88 -2.36 -0.01
H -2.10 0.50 -0.05
C 2.01 -0.54 -1.08
C -2.22 0.53 -3.28
C 1.04 0.13 5.34
C -3.69 -1.50 7.20
H -7.72 -1.37 -2.86
H -9.36 -0.91 -3.35
H 4.23 4.49 -8.08
C 6.27 -1.62 4.89
C 5.29 -1.20 6.99
O 4.27 -1.01 6.00
H -0.62 -2.26 1.54
C 4.53 3.98 -8.99
C 5.35 2.74 -8.65
H 2.08 -0.10 5.55
H 6.14 -3.10 6.44
H 4.59 -1.28 -1.90
C 5.06 0.95 -1.85
C -1.33 -1.43 1.24
H 6.15 0.81 -2.12
H -6.94 2.03 -3.31
C -8.39 -0.53 -3.00
C -1.50 0.07 -2.09
H 2.42 3.98 -9.56
C -7.95 1.70 -3.55
H -3.45 -3.37 6.09
C -1.99 -1.71 -0.18
C 0.01 -0.01 -2.12
C -2.72 -0.96 8.23
C 3.32 3.37 -9.68
H -1.99 1.28 -5.45
H -5.41 0.84 -5.50

[4]
# C35H63N6NaO2SSb

A structure of composition C35H63N6NaO2SSb in a non-equilibrium geometry (ωB97M-V/def2-TZVPD, OMol25).

Results
Energy above the lowest of the compared OMol25 structures with the same formula, charge and spin (eV): 2.147
Net charge: -1
Spin multiplicity: 1
Gap between HOMO and LUMO (eV): 5.6
E_HOMO (eV): -3.463

Atoms and positions in Å:
H 6.48 0.28 -0.56
H -2.91 2.07 -2.45
H -6.99 -2.92 -0.58
H 4.78 -0.03 -0.16
N -0.18 -2.52 1.38
C -3.36 -2.91 3.30
H 4.81 -2.05 -3.87
C -1.08 0.97 -2.28
H -5.55 -2.46 -2.62
C -1.98 2.17 -1.89
H -0.97 -1.38 -0.19
H -2.79 0.39 3.78
H -8.62 -1.69 2.51
H -4.41 -1.36 4.36
H 3.60 -3.11 -4.59
H 4.92 2.92 -2.57
H 7.11 0.64 -2.96
H -2.76 3.00 -0.19
N 0.97 2.17 1.49
H 2.79 -3.61 -2.05
H -7.84 -0.14 2.15
H 0.59 -3.95 2.68
C -3.55 -1.61 3.75
C -0.49 -2.34 -0.03
H 5.66 -1.12 -1.26
C -1.32 -2.23 2.20
C 3.62 1.90 -5.14
H -0.14 3.80 0.82
N -0.50 0.04 2.40
H 5.96 -0.49 -3.70
C -7.91 -1.18 1.84
H 6.22 2.51 -1.43
O -0.01 0.84 -1.60
H -6.13 -1.77 2.91
C 0.46 3.16 5.06
O -1.44 0.27 -3.23
C 2.40 1.64 -4.25
C 5.11 0.79 -2.16
H 0.47 0.66 -4.48
C 3.08 -2.57 -1.89
H -2.68 1.38 -0.16
H 1.30 4.10 3.34
C 1.87 2.96 -3.68
C -6.54 -1.85 1.90
N -2.17 2.22 -0.43
S -3.58 -0.95 -0.64
H 1.70 0.14 -5.65
Sb 2.85 0.41 -2.42
H 1.41 -3.82 1.12
H -6.41 -4.59 -0.59
H 0.43 -2.37 -0.62
Na -0.18 0.62 0.33
H 2.53 -2.19 -1.02
H 1.00 2.76 -3.06
C -6.16 -3.57 -0.86
H 0.68 3.98 5.73
C -0.10 1.98 5.55
C -2.25 -3.19 2.52
H 1.58 3.64 -4.49
C -0.41 0.94 4.69
H -1.47 3.08 -2.21
C -2.63 -0.63 3.44
H -4.07 -3.70 3.56
C 5.20 2.26 -1.75
C 2.34 1.66 1.49
H 2.62 3.46 -3.06
H 3.69 -1.42 -5.09
H -5.15 -4.18 -2.67
C 0.78 3.22 3.71
C 6.07 0.52 -3.31
H 3.32 2.48 -6.02
H 2.36 0.70 2.01
C 1.31 0.99 -5.09
C -0.21 1.02 3.29
C -1.45 -0.90 2.69
H 4.52 2.46 -0.91
H 1.11 3.21 -0.30
C 1.37 -2.01 -3.61
H 4.14 -2.55 -1.64
H -0.14 -4.65 1.21
H -0.81 0.02 5.10
H -5.39 -0.24 1.16
N -5.63 -1.21 0.97
C 3.78 -2.09 -4.24
H 0.62 -1.55 -2.97
H 1.20 -1.63 -4.62
H -2.11 -4.21 2.16
H 5.93 1.22 -4.13
N -4.97 -3.17 -0.09
H -6.60 -2.90 1.65
H 4.38 2.48 -4.61
C 0.88 3.42 0.75
H -4.14 -3.56 -0.50
C -4.77 -1.81 0.13
C 5.52 -0.07 -0.97
H -1.16 -3.14 -0.41
C 2.79 -1.73 -3.14
H 2.68 1.53 0.46
H 4.07 0.97 -5.48
H 1.58 4.19 1.11
H -6.83 -3.67 -2.92
H 0.92 1.72 -5.81
H -0.28 1.86 6.61
H 1.18 -3.09 -3.64
C -5.91 -3.46 -2.37
H -8.31 -1.21 0.83
C 0.44 -3.80 1.61
H 3.02 2.36 2.01
C 0.48 2.19 2.84

Which value of spin multiplicity does entry 3 give?
1

Look up the E_HOMO of the second one.
-7.130 eV

Copy entry 4 word for word.
# C35H63N6NaO2SSb

A structure of composition C35H63N6NaO2SSb in a non-equilibrium geometry (ωB97M-V/def2-TZVPD, OMol25).

Results
Energy above the lowest of the compared OMol25 structures with the same formula, charge and spin (eV): 2.147
Net charge: -1
Spin multiplicity: 1
Gap between HOMO and LUMO (eV): 5.6
E_HOMO (eV): -3.463

Atoms and positions in Å:
H 6.48 0.28 -0.56
H -2.91 2.07 -2.45
H -6.99 -2.92 -0.58
H 4.78 -0.03 -0.16
N -0.18 -2.52 1.38
C -3.36 -2.91 3.30
H 4.81 -2.05 -3.87
C -1.08 0.97 -2.28
H -5.55 -2.46 -2.62
C -1.98 2.17 -1.89
H -0.97 -1.38 -0.19
H -2.79 0.39 3.78
H -8.62 -1.69 2.51
H -4.41 -1.36 4.36
H 3.60 -3.11 -4.59
H 4.92 2.92 -2.57
H 7.11 0.64 -2.96
H -2.76 3.00 -0.19
N 0.97 2.17 1.49
H 2.79 -3.61 -2.05
H -7.84 -0.14 2.15
H 0.59 -3.95 2.68
C -3.55 -1.61 3.75
C -0.49 -2.34 -0.03
H 5.66 -1.12 -1.26
C -1.32 -2.23 2.20
C 3.62 1.90 -5.14
H -0.14 3.80 0.82
N -0.50 0.04 2.40
H 5.96 -0.49 -3.70
C -7.91 -1.18 1.84
H 6.22 2.51 -1.43
O -0.01 0.84 -1.60
H -6.13 -1.77 2.91
C 0.46 3.16 5.06
O -1.44 0.27 -3.23
C 2.40 1.64 -4.25
C 5.11 0.79 -2.16
H 0.47 0.66 -4.48
C 3.08 -2.57 -1.89
H -2.68 1.38 -0.16
H 1.30 4.10 3.34
C 1.87 2.96 -3.68
C -6.54 -1.85 1.90
N -2.17 2.22 -0.43
S -3.58 -0.95 -0.64
H 1.70 0.14 -5.65
Sb 2.85 0.41 -2.42
H 1.41 -3.82 1.12
H -6.41 -4.59 -0.59
H 0.43 -2.37 -0.62
Na -0.18 0.62 0.33
H 2.53 -2.19 -1.02
H 1.00 2.76 -3.06
C -6.16 -3.57 -0.86
H 0.68 3.98 5.73
C -0.10 1.98 5.55
C -2.25 -3.19 2.52
H 1.58 3.64 -4.49
C -0.41 0.94 4.69
H -1.47 3.08 -2.21
C -2.63 -0.63 3.44
H -4.07 -3.70 3.56
C 5.20 2.26 -1.75
C 2.34 1.66 1.49
H 2.62 3.46 -3.06
H 3.69 -1.42 -5.09
H -5.15 -4.18 -2.67
C 0.78 3.22 3.71
C 6.07 0.52 -3.31
H 3.32 2.48 -6.02
H 2.36 0.70 2.01
C 1.31 0.99 -5.09
C -0.21 1.02 3.29
C -1.45 -0.90 2.69
H 4.52 2.46 -0.91
H 1.11 3.21 -0.30
C 1.37 -2.01 -3.61
H 4.14 -2.55 -1.64
H -0.14 -4.65 1.21
H -0.81 0.02 5.10
H -5.39 -0.24 1.16
N -5.63 -1.21 0.97
C 3.78 -2.09 -4.24
H 0.62 -1.55 -2.97
H 1.20 -1.63 -4.62
H -2.11 -4.21 2.16
H 5.93 1.22 -4.13
N -4.97 -3.17 -0.09
H -6.60 -2.90 1.65
H 4.38 2.48 -4.61
C 0.88 3.42 0.75
H -4.14 -3.56 -0.50
C -4.77 -1.81 0.13
C 5.52 -0.07 -0.97
H -1.16 -3.14 -0.41
C 2.79 -1.73 -3.14
H 2.68 1.53 0.46
H 4.07 0.97 -5.48
H 1.58 4.19 1.11
H -6.83 -3.67 -2.92
H 0.92 1.72 -5.81
H -0.28 1.86 6.61
H 1.18 -3.09 -3.64
C -5.91 -3.46 -2.37
H -8.31 -1.21 0.83
C 0.44 -3.80 1.61
H 3.02 2.36 2.01
C 0.48 2.19 2.84